One molecule with the formula C4H6OS2 in a non-equilibrium geometry. Source: the OMol25 dataset; level of theory: the ωB97M-V functional and the def2-TZVPD basis.

Properties
- energy relative to the best compared isomer or geometry (same formula, charge and spin) (kcal/mol) = 84.9
- charge = 0
- max |F| (eV/Å) = 4.87

Positions of all 13 atoms, in Å:
H (-0.561, 1.181, -1.306)
S (-1.434, 1.268, 2.789)
C (-0.746, 1.173, 1.289)
H (0.392, -0.782, 1.678)
H (-0.850, -1.706, -0.885)
H (-0.056, 1.908, 0.908)
H (1.788, 0.040, -1.073)
C (-0.058, -1.045, -1.243)
C (-0.284, 0.303, -0.703)
O (-0.999, 0.165, 0.528)
H (-0.018, -0.930, -2.344)
S (1.802, -1.151, 0.908)
C (1.025, -0.422, -0.546)

=====

A 3-piece molecular cluster, C2H8N2O3 overall in a non-equilibrium geometry. Source: the OMol25 dataset; level of theory: the ωB97M-V functional and the def2-TZVPD basis.

Properties
- energy relative to the best compared isomer or geometry (same formula, charge and spin) (kcal/mol) = 43.5
- charge = 0
- max |F| (eV/Å) = 4.95

Positions of all 15 atoms, in Å:
C (1.989, -0.473, 1.778)
O (-0.127, -3.671, 0.402)
H (-0.420, 1.488, -0.935)
H (-0.616, 2.510, 0.362)
N (-0.614, 1.581, -0.011)
H (-1.732, -1.831, -3.420)
C (0.415, -2.714, 0.863)
O (-1.703, -1.522, -2.533)
N (0.961, -1.748, 1.384)
H (2.699, -0.664, 0.997)
H (-1.717, -2.248, -1.848)
H (-1.412, 1.226, 0.469)
H (2.262, -0.732, 2.811)
H (0.671, 0.923, 1.131)
O (1.283, 0.588, 1.896)

=====

A 13-piece molecular cluster, C34H82Cl10N5O17P3 overall in a non-equilibrium geometry. Source: the OMol25 dataset; level of theory: the ωB97M-V functional and the def2-TZVPD basis.

Properties
- energy relative to the best compared isomer or geometry (same formula, charge and spin) (kcal/mol) = 0.0
- charge = 0
- max |F| (eV/Å) = 2.06

Positions of all 151 atoms, in Å:
H (-0.913, 7.194, -10.798)
H (4.128, 6.965, -6.295)
H (3.430, 4.644, -5.426)
H (-0.451, 5.053, -5.529)
Cl (2.093, 9.878, -5.305)
Cl (3.486, 2.772, -12.968)
H (0.805, 2.072, -10.571)
C (-3.078, 7.559, -6.082)
C (-4.406, 4.825, -9.088)
H (-5.696, 9.435, -9.815)
H (-7.192, 9.951, -4.976)
P (-5.042, 6.865, -7.627)
H (-3.855, 5.137, -3.697)
C (2.094, 4.224, -2.713)
Cl (4.762, 8.040, -4.309)
O (-5.382, 10.082, -2.185)
H (-5.005, 11.978, -1.779)
O (4.296, 7.646, -10.813)
C (-1.591, 5.294, -13.000)
H (-6.232, 11.323, -0.682)
H (0.670, 1.418, -8.280)
C (-1.534, 7.339, -9.911)
O (6.580, 8.476, -11.049)
H (0.385, 0.105, -9.485)
N (-0.016, 5.904, -5.873)
H (-2.124, 7.815, -6.554)
H (3.977, 9.529, -6.709)
H (-3.146, 7.455, -2.479)
H (2.546, 8.622, -7.171)
Cl (0.164, 5.600, -12.810)
Cl (-1.626, 10.180, -4.287)
H (-3.002, 3.744, -12.472)
H (2.310, 0.854, -12.204)
O (6.039, 7.151, -9.047)
H (-4.594, 1.762, -4.840)
C (0.183, 0.472, -8.474)
H (-4.141, 8.756, -9.281)
H (0.445, 3.557, -1.548)
H (-0.687, 11.049, -8.513)
H (-6.628, 11.762, -2.373)
C (4.029, 2.577, -5.560)
Cl (0.466, 5.880, -1.253)
H (-0.411, 10.306, -6.904)
H (4.319, -0.285, -7.188)
C (-0.543, 11.117, -3.238)
C (-5.142, 8.519, -9.635)
H (-1.641, -0.774, -9.795)
H (-1.803, 5.190, -14.060)
H (-1.241, 6.617, -9.144)
H (3.957, -0.059, -5.446)
P (5.455, 8.309, -9.939)
N (-0.399, 9.002, -8.534)
H (0.082, 11.696, -3.916)
H (2.780, 7.107, -5.168)
C (6.606, 5.946, -9.589)
O (1.090, 6.704, -7.663)
O (-4.130, 7.994, -6.979)
H (-3.897, 0.980, -9.339)
H (-3.745, 8.434, -1.202)
H (-2.584, 7.196, -10.127)
H (-4.210, 4.890, -10.156)
N (-2.073, -0.041, -9.264)
H (4.053, 4.231, -7.014)
H (4.119, 2.081, -7.523)
C (-2.437, 3.606, -4.404)
H (2.275, 7.176, -10.583)
H (3.376, 5.820, -10.437)
H (-2.100, 6.129, -12.528)
C (1.751, 2.513, -10.878)
H (-4.344, 1.929, -6.521)
H (-0.106, 4.472, -8.593)
O (5.026, 9.503, -9.223)
H (7.174, 9.799, -12.486)
H (-0.018, 3.659, -7.065)
H (1.574, 4.519, -3.618)
C (2.128, 1.924, -12.232)
H (-1.215, 7.105, -4.731)
H (-4.216, 3.423, -3.272)
H (1.469, 3.984, -7.921)
C (6.260, 9.318, -12.160)
H (-0.027, 7.988, -5.691)
Cl (-2.335, 11.019, -1.222)
C (-3.532, -0.035, -9.201)
H (-5.470, 4.685, -8.906)
H (-3.902, -0.716, -9.956)
H (6.289, 5.074, -9.025)
Cl (-1.544, 3.821, -10.622)
O (-5.869, 6.083, -6.714)
H (2.419, 3.196, -2.862)
O (-5.210, 7.662, -2.524)
H (-3.844, 3.965, -8.734)
C (-3.437, 4.171, -3.438)
O (-5.851, 7.684, -8.714)
C (-5.877, 11.327, -1.710)
Cl (3.045, 2.319, -9.683)
H (0.930, 10.545, -8.010)
O (-7.305, 8.837, -3.243)
C (3.188, 8.890, -6.334)
C (3.619, 7.642, -5.608)
C (-1.944, 3.969, -12.370)
H (2.723, 0.029, -6.764)
C (-1.332, 12.016, -2.307)
H (-3.154, 8.047, -5.111)
P (-6.262, 8.761, -2.065)
H (-2.231, 2.454, -6.078)
O (-3.969, 6.002, -8.421)
C (4.173, 4.038, -5.940)
H (1.813, 4.039, -0.598)
H (-2.012, 12.636, -2.895)
H (-2.923, 4.283, -2.482)
H (0.091, 10.461, -2.645)
H (5.747, 8.744, -12.932)
C (-1.326, 0.616, -8.359)
C (3.743, 0.286, -6.445)
C (1.237, 4.301, -1.484)
C (-6.871, 8.982, -4.586)
H (-3.097, 6.482, -5.892)
O (3.892, 2.229, -4.381)
O (-1.829, 1.271, -7.453)
N (-2.884, 2.836, -5.382)
H (7.698, 6.011, -9.533)
C (-1.331, 8.772, -9.464)
H (-4.907, 3.380, -5.650)
H (3.185, 6.923, -9.141)
C (-4.285, 2.493, -5.593)
C (3.269, 6.894, -10.234)
H (-3.856, -0.353, -8.208)
H (0.524, -0.289, -7.774)
H (-3.975, 6.652, -1.176)
H (6.364, 5.841, -10.651)
H (-5.018, 8.038, -10.612)
H (5.553, 10.115, -11.897)
C (0.492, 4.409, -7.685)
H (0.508, 7.088, -4.242)
H (-7.321, 8.213, -5.212)
C (-4.001, 7.552, -1.790)
H (0.212, 8.257, -8.205)
C (0.607, 5.758, -7.035)
H (-5.789, 8.930, -4.706)
C (-0.130, 10.300, -7.956)
H (1.233, 2.061, -12.850)
H (-1.347, 3.189, -12.836)
C (-0.185, 7.107, -5.078)
H (-0.738, 12.713, -1.723)
O (-2.053, 9.657, -9.944)
N (3.998, 1.699, -6.606)
Cl (3.543, 5.266, -2.564)
H (5.152, 4.421, -5.647)
O (-6.820, 8.520, -0.738)
O (-1.248, 3.884, -4.306)
H (1.594, 3.584, -10.981)

=====

A 2-piece molecular cluster, C3H9NO overall in a non-equilibrium geometry. Source: the OMol25 dataset; level of theory: the ωB97M-V functional and the def2-TZVPD basis.

Properties
- energy relative to the best compared isomer or geometry (same formula, charge and spin) (kcal/mol) = 112.7
- charge = 0
- max |F| (eV/Å) = 2.41

Positions of all 14 atoms, in Å:
H (2.825, -0.898, -0.746)
N (2.062, -0.560, -0.160)
H (-2.704, 0.086, 1.672)
C (2.244, 0.877, 0.122)
H (-2.386, -1.566, 0.708)
H (-2.998, -0.519, -1.430)
H (1.768, -1.085, 0.723)
H (1.496, 1.154, 0.869)
O (0.983, -0.728, -0.927)
H (2.037, 1.425, -0.808)
C (-2.609, -0.427, 0.685)
H (-3.193, 1.129, -0.689)
C (-2.823, 0.109, -0.523)
H (3.298, 1.002, 0.503)

=====

no.,Kohn-Sham gap (eV)
1,9.070
2,10.254
3,8.730
4,9.069